Record 1
{"formula": "C5H15N2OS", "method": "ωB97M-V/def2-TZVPD", "symbols": ["C", "N", "C", "C", "S", "C", "N", "C", "H", "H", "H", "H", "H", "H", "H", "H", "H", "H", "H", "H", "H", "H", "H", "O"], "positions_angstrom": [[-0.14, 0.08, 1.45], [-1.02, -1.19, 1.33], [-0.97, -1.52, -0.13], [-1.96, -0.72, -1.18], [-3.02, 0.46, -0.06], [1.31, -0.19, 1.64], [2.25, 0.39, 0.70], [2.22, -0.03, -0.84], [-0.12, 0.66, 0.38], [-0.64, 0.61, 2.20], [-2.02, -0.77, 1.67], [0.05, -1.44, -0.49], [-1.33, -2.56, -0.17], [-2.37, -1.58, -1.76], [-1.28, -0.25, -1.97], [1.61, 0.20, 2.57], [1.56, -1.25, 1.69], [1.91, 1.38, 0.56], [2.59, -1.08, -0.74], [1.25, 0.03, -1.34], [2.77, 0.66, -1.39], [-0.16, 2.75, -0.94], [-1.68, 2.53, -1.46], [-0.79, 2.81, -1.73]], "homo_energy_ev": -3.043, "gap_ev": 6.59, "charge": -1}

Record 2
{"formula": "C5H15N2S", "method": "ωB97M-V/def2-TZVPD", "symbols": ["C", "C", "N", "C", "C", "N", "C", "S", "H", "H", "H", "H", "H", "H", "H", "H", "H", "H", "H", "H", "H", "H", "H"], "positions_angstrom": [[1.34, 0.18, -2.93], [0.07, 0.44, -2.14], [0.04, -0.53, -1.03], [-1.06, -0.13, -0.19], [-0.63, -0.57, 1.22], [0.94, -0.92, 1.27], [-1.05, 0.57, 2.23], [0.32, 0.62, 3.57], [1.04, 0.09, -3.97], [2.19, 0.83, -2.85], [1.83, -0.72, -2.65], [0.15, 1.57, -1.77], [-0.86, 0.27, -2.83], [-0.06, -1.46, -1.47], [-1.16, 1.02, -0.15], [-2.01, -0.62, -0.56], [-1.10, -1.37, 1.71], [1.15, -1.41, 2.25], [1.53, -0.02, 1.11], [1.14, -1.38, 0.39], [-2.15, 0.49, 2.69], [-1.20, 1.45, 1.83], [-0.48, 1.58, 4.26]], "homo_energy_ev": -13.250, "gap_ev": 9.95, "smiles": "CCNC[C@@H]([NH3+])CS", "charge": 1}

Record 3
{"formula": "C5H15N2S", "method": "ωB97M-V/def2-TZVPD", "symbols": ["C", "C", "N", "N", "H", "H", "H", "H", "H", "H", "H", "C", "C", "C", "S", "H", "H", "H", "H", "H", "H", "H", "H"], "positions_angstrom": [[-1.89, -0.96, -0.46], [-1.71, -1.12, -1.78], [-0.39, -0.89, -2.37], [-3.06, -1.11, 0.21], [-1.01, -0.81, 0.15], [-2.51, -1.30, -2.48], [-0.41, -0.06, -2.97], [0.33, -0.76, -1.63], [-0.09, -1.68, -2.94], [-3.92, -0.90, -0.27], [-3.05, -0.81, 1.17], [1.40, 2.39, 1.69], [1.34, 1.31, 0.63], [1.63, -0.06, 1.21], [2.00, -1.26, -0.13], [1.05, 3.34, 1.30], [2.41, 2.53, 2.05], [0.78, 2.14, 2.55], [0.35, 1.28, 0.17], [2.03, 1.54, -0.18], [0.79, -0.44, 1.77], [2.50, -0.04, 1.87], [1.43, -2.34, 0.44]], "homo_energy_ev": -12.970, "gap_ev": 9.94, "charge": 1}

Record 4
{"formula": "C5H15N3", "method": "ωB97M-V/def2-TZVPD", "symbols": ["C", "N", "N", "N", "H", "H", "H", "H", "H", "H", "H", "C", "C", "C", "C", "H", "H", "H", "H", "H", "H", "H", "H"], "positions_angstrom": [[-0.07, 0.80, 1.64], [-0.60, 2.10, 1.26], [0.91, 0.23, 0.67], [0.56, 0.81, 2.93], [-0.91, 0.10, 1.68], [-1.11, 2.07, 0.38], [0.13, 2.80, 1.19], [-0.09, 1.17, 3.63], [1.69, 0.87, 0.55], [1.47, -0.87, 0.69], [1.38, 1.41, 2.94], [-0.96, -0.63, -0.90], [-1.33, -1.04, -2.32], [0.53, -0.31, -0.80], [1.43, -1.50, -0.78], [-1.19, -1.44, -0.20], [-1.57, 0.23, -0.61], [0.80, 0.51, -1.48], [-1.12, -0.24, -3.03], [-0.77, -1.92, -2.63], [-2.40, -1.27, -2.39], [0.93, -2.45, -0.96], [2.30, -1.41, -1.44]], "homo_energy_ev": -6.882, "gap_ev": 7.63}

Record 5
{"formula": "C5H15N3", "method": "ωB97M-V/def2-TZVPD", "symbols": ["C", "C", "C", "C", "C", "N", "N", "N", "H", "H", "H", "H", "H", "H", "H", "H", "H", "H", "H", "H", "H", "H", "H"], "positions_angstrom": [[0.79, -0.67, 0.38], [1.28, 0.23, -0.71], [-0.51, 1.49, -0.47], [-1.59, -1.08, 1.28], [-0.61, 1.99, -1.88], [-0.70, -0.61, 0.22], [1.26, -2.05, 0.30], [1.09, -0.20, 1.72], [-0.97, -0.94, -0.70], [0.68, -2.73, 0.78], [1.55, -2.34, -0.62], [1.21, 0.81, 1.76], [1.89, -0.68, 2.12], [1.19, -0.22, -1.71], [2.27, 0.64, -0.53], [-1.49, 1.47, 0.00], [0.10, 2.10, 0.18], [-2.62, -0.85, 1.00], [-1.51, -2.16, 1.44], [-1.34, -0.55, 2.20], [0.35, 2.33, -2.25], [-0.97, 1.21, -2.56], [-1.34, 2.81, -1.93]], "homo_energy_ev": -7.098, "gap_ev": 8.13}

Record 6
{"formula": "C5H15N3", "method": "ωB97M-V/def2-TZVPD", "symbols": ["N", "C", "N", "C", "C", "C", "C", "N", "H", "H", "H", "H", "H", "H", "H", "H", "H", "H", "H", "H", "H", "H", "H"], "positions_angstrom": [[4.52, 0.44, -0.58], [3.47, -0.06, 0.05], [2.32, 0.56, 0.14], [1.06, -0.06, 0.60], [-0.14, 0.37, -0.29], [-1.35, -0.59, 0.03], [-2.57, 0.24, 0.43], [-3.88, -0.41, -0.09], [5.22, -0.23, -0.84], [4.46, 1.31, -1.10], [3.62, -0.98, 0.60], [2.17, 1.32, -0.51], [0.81, 0.36, 1.57], [1.16, -1.12, 0.56], [0.06, 0.18, -1.34], [-0.37, 1.40, -0.04], [-1.12, -1.23, 0.86], [-1.53, -1.21, -0.84], [-2.63, 1.23, -0.02], [-2.74, 0.37, 1.49], [-3.68, -1.19, -0.73], [-4.49, 0.25, -0.56], [-4.36, -0.96, 0.63]], "homo_energy_ev": -17.910, "gap_ev": 11.75, "smiles": "[NH2+]=CNCCCC[NH3+]", "charge": 2}

Record 7
{"formula": "C5H15N3O", "method": "ωB97M-V/def2-TZVPD", "symbols": ["C", "C", "C", "N", "N", "H", "H", "H", "H", "H", "H", "H", "H", "H", "H", "C", "C", "N", "O", "H", "H", "H", "H", "H"], "positions_angstrom": [[1.05, 0.66, 1.61], [-0.26, -1.36, -0.05], [-0.17, 1.49, 1.80], [1.82, 0.90, 0.58], [1.37, -0.23, 2.57], [1.14, 1.04, -0.46], [2.67, 0.34, 0.51], [0.68, -0.45, 3.27], [2.11, -0.90, 2.41], [0.09, 2.38, 2.38], [-0.81, -2.18, -0.52], [0.79, -1.65, 0.00], [-0.74, -1.21, 0.92], [-0.55, 1.79, 0.82], [-0.95, 0.93, 2.32], [-1.94, 0.08, -1.68], [-0.43, -0.06, -1.59], [0.13, -0.82, -2.64], [0.19, 1.07, -1.35], [0.96, -0.42, -3.05], [-0.24, -1.76, -2.74], [-2.33, 0.51, -0.76], [-2.42, -0.88, -1.85], [-2.18, 0.75, -2.51]], "homo_energy_ev": -7.054, "gap_ev": 7.65}

Record 8
{"formula": "C5H15N3O2Sn", "method": "ωB97M-V/def2-TZVPD", "symbols": ["Sn", "C", "C", "C", "O", "C", "N", "H", "H", "H", "H", "H", "H", "H", "H", "H", "H", "H", "C", "O", "N", "N", "H", "H", "H", "H"], "positions_angstrom": [[2.15, -0.45, 1.81], [-1.31, -0.45, -2.05], [-0.55, -0.74, -0.72], [-0.44, -2.22, -0.46], [0.34, -2.49, 0.70], [0.30, -3.91, 0.95], [0.72, -0.28, -1.05], [-2.38, -0.64, -2.01], [-0.98, -1.19, -2.78], [-1.02, 0.50, -2.49], [-1.00, -0.19, 0.10], [0.05, -2.68, -1.32], [-1.44, -2.65, -0.41], [0.69, -4.21, 1.92], [0.90, -4.52, 0.27], [-0.75, -4.20, 0.91], [1.09, -1.00, -1.65], [0.75, 0.63, -1.48], [0.55, 3.33, 1.39], [0.70, 2.15, 1.72], [0.43, 4.33, 2.20], [0.34, 3.76, 0.14], [0.31, 4.21, 3.19], [0.03, 5.15, 1.75], [-0.10, 4.65, -0.05], [0.64, 3.13, -0.59]], "multiplicity": 2, "homo_energy_ev": [-19.841, -19.651], "s2": 0.765, "gap_ev": [5.39, 3.41], "charge": 3}

Record 9
{"formula": "C5H15N3OP", "method": "ωB97M-V/def2-TZVPD", "symbols": ["C", "C", "N", "C", "N", "C", "C", "P", "N", "O", "H", "H", "H", "H", "H", "H", "H", "H", "H", "H", "H", "H", "H", "H", "H"], "positions_angstrom": [[3.11, 0.05, -0.34], [2.29, -0.94, 0.73], [1.22, -1.78, 0.06], [0.16, -0.95, -0.63], [-1.27, -1.54, -0.68], [-2.28, -0.47, -0.22], [-1.38, 0.49, 0.76], [-1.56, 2.41, 0.61], [-1.02, 2.75, -0.92], [-0.07, 0.29, 0.12], [3.29, -0.47, -1.37], [4.11, 0.37, 0.21], [2.50, 1.05, -0.51], [3.11, -1.70, 1.12], [1.92, -0.36, 1.69], [0.72, -2.25, 0.86], [0.45, -0.69, -1.75], [-1.37, -2.38, -0.05], [-1.54, -1.96, -1.61], [-2.63, -0.06, -1.28], [-3.03, -1.11, 0.41], [-1.41, 0.12, 1.87], [-0.62, 3.04, 1.52], [-2.92, 2.87, 0.82], [-1.77, 3.26, -1.42]], "homo_energy_ev": -11.777, "gap_ev": 8.19, "smiles": "CCN[C@H]1[NH2+]C[C@H]([PH2]=N)O1", "charge": 1}

Record 10
{"formula": "C5H15N4", "method": "ωB97M-V/def2-TZVPD", "symbols": ["C", "N", "C", "N", "N", "C", "N", "C", "C", "H", "H", "H", "H", "H", "H", "H", "H", "H", "H", "H", "H", "H", "H", "H"], "positions_angstrom": [[-1.49, 0.98, 0.81], [-1.76, -0.20, 0.02], [-3.14, -0.30, -0.52], [-1.06, -1.21, -0.02], [0.66, -1.13, -0.40], [1.14, -2.26, 0.42], [1.29, -0.01, -0.35], [2.46, 0.32, 0.46], [1.10, 0.92, -1.49], [-1.97, 1.89, 0.48], [-2.02, 0.74, 1.77], [-0.38, 1.23, 1.00], [-3.51, 0.70, -0.95], [-3.29, -1.22, -1.12], [-3.81, -0.47, 0.43], [0.13, -2.83, 0.29], [1.46, -2.20, 1.49], [2.04, -2.58, -0.01], [2.66, 1.35, 0.48], [2.24, 0.15, 1.51], [3.34, -0.20, -0.05], [0.27, 0.69, -2.14], [0.88, 1.85, -0.98], [2.08, 1.13, -1.96]], "homo_energy_ev": -12.657, "gap_ev": 8.25, "smiles": "CN(C)/N=[N+](/C)N(C)C", "charge": 1}

Record 11
{"formula": "C5H15NO", "method": "ωB97M-V/def2-TZVPD", "symbols": ["C", "C", "C", "C", "N", "C", "H", "H", "H", "H", "H", "H", "H", "H", "H", "H", "H", "H", "H", "O", "H", "H"], "positions_angstrom": [[1.41, 2.47, 0.86], [0.15, 2.15, 0.06], [0.07, 0.65, -0.32], [-0.70, -0.14, 0.76], [-0.83, -1.58, 0.55], [0.23, -2.40, -0.07], [1.76, 3.47, 0.60], [1.25, 2.45, 1.94], [2.24, 1.85, 0.55], [0.16, 2.65, -0.90], [-0.75, 2.33, 0.64], [1.06, 0.24, -0.46], [-0.64, 0.52, -1.14], [-1.70, 0.28, 0.84], [-0.24, 0.05, 1.75], [-1.09, -2.04, 1.41], [1.01, -2.63, 0.66], [0.70, -1.91, -0.92], [-0.27, -3.35, -0.25], [-1.43, -1.37, -2.33], [-1.15, -1.48, -1.42], [-1.22, -2.19, -2.79]], "homo_energy_ev": -8.777, "gap_ev": 9.72, "smiles": "CCCCNC.O"}

Record 12
{"formula": "C5H15NO", "method": "ωB97M-V/def2-TZVPD", "symbols": ["C", "C", "C", "C", "C", "N", "H", "H", "H", "H", "H", "H", "H", "H", "H", "H", "H", "H", "H", "O", "H", "H"], "positions_angstrom": [[-0.87, 1.64, -2.62], [-1.28, 0.91, -1.37], [-0.53, 1.11, -0.07], [0.92, 0.80, -0.11], [1.22, -0.70, 0.40], [1.41, -1.03, 1.79], [-1.79, 1.61, -3.23], [-0.89, 2.75, -2.38], [0.08, 1.54, -3.10], [-1.29, -0.18, -1.53], [-2.35, 1.03, -1.13], [-0.75, 2.04, 0.46], [-1.01, 0.55, 0.81], [1.52, 0.76, -1.04], [1.53, 1.45, 0.53], [0.32, -1.14, -0.04], [2.20, -1.03, -0.10], [0.86, -0.44, 2.41], [2.37, -1.23, 1.97], [-0.89, -3.25, 2.84], [0.03, -2.99, 2.69], [-0.80, -4.21, 2.83]], "homo_energy_ev": -8.877, "gap_ev": 9.91, "smiles": "CCCCCN.O"}

What did we get for relative energy (zero: lowest compared OMol25 entry of this formula, charge and spin)? Answer: 69.77, 72.95, 17.38, 79.53, 104.52, 13.81, 54.24, 1.22, 144.08, 125.79, 30.80, 42.66 kcal/mol, in the order shown.